(1)
# C8H16N3OS

2 unconnected molecules or ions with the total composition C8H16N3OS (the ωB97M-V functional and the def2-TZVPD basis, OMol25).

Last column: Mulliken charge in e.
Cartesian coordinates (Å):
C -0.26786 -1.48934 -0.67022  -0.61
C -0.89325 -0.27371 -0.45249  -0.25
C 1.33116 -0.02520 -0.71644  -0.13
C -2.47604 1.50732 0.45571  -1.72
C -2.52522 -1.04473 1.23097  -1.41
C -3.31407 -0.28982 -1.10566  -1.45
C 3.97014 0.91455 1.42558  -0.66
C -2.35710 0.01530 0.02585  1.98
N 4.86293 0.90570 -1.14395  -0.50
N 0.16449 0.60889 -0.57311  0.06
N 1.04951 -1.31888 -0.90268  0.03
O 4.53841 -1.42773 0.10823  -0.58
S 4.16812 -0.03520 -0.15212  0.74
H -0.86968 -2.46239 -0.74059  0.36
H -3.58092 1.67536 0.66907  0.35
H -1.83635 1.95514 1.12829  0.46
H -2.34640 2.09513 -0.47136  0.47
H -2.23086 -2.01965 0.85491  0.41
H -1.99700 -0.83769 2.19925  0.32
H -3.66060 -1.15897 1.49454  0.35
H -4.23580 0.30029 -1.19588  0.37
H -2.71745 0.03423 -2.01076  0.34
H -3.72058 -1.31257 -1.05657  0.38
H 4.54729 0.46866 2.22602  0.32
H 4.24952 1.98745 1.40201  0.33
H 2.86924 0.88362 1.49426  0.20
H 5.41484 0.73978 -2.06855  0.31
H 0.10721 1.61928 -0.48698  0.26
H 1.75635 -2.01483 -0.96733  0.26

Forces on atoms 1 to 2 (eV/Å):
-3.7 -1.7 -0.2
0.5 -1.0 0.1

## Properties
HOMO (spin up / spin down) in eV: -11.4 / -13.3
Charge: +1
Multiplicity: 3



(2)
# C8H16N4O

A single C8H16N4O molecule (the ωB97M-V functional and the def2-TZVPD basis, OMol25).

Last column: Mulliken charge in e.
Cartesian coordinates (Å):
C 0.90455 -1.13159 0.94979  0.12
C 2.38974 1.06377 0.71712  0.23
C 1.99965 0.14130 -0.34884  -0.30
C -0.34253 -1.18484 0.15786  0.01
C -3.83897 0.57172 0.12942  -1.32
C 1.21207 0.97830 -2.43262  -0.95
C -1.38570 -0.22596 0.78284  -0.56
C -2.65321 -0.31182 -0.10972  -0.29
N 1.43076 -1.58397 1.99911  -0.58
N -0.01091 -0.67752 -1.16503  -0.64
N 0.92223 0.46466 -1.10982  0.22
N 3.42000 0.54831 1.53447  -0.47
O 1.97709 2.18339 0.85419  -0.61
H 2.84270 -0.50615 -0.66423  0.27
H -0.76517 -2.18185 0.14135  0.56
H -4.38654 0.09836 0.93869  0.31
H -4.44462 0.75166 -0.75740  0.37
H -3.69439 1.66882 0.25401  0.32
H 1.84426 1.77463 -2.27688  0.40
H 1.61356 0.16152 -3.10169  0.33
H 0.39544 1.37728 -2.99169  0.28
H -1.53802 -0.72799 1.77511  0.35
H -1.18638 0.87750 0.94537  0.26
H -2.22540 0.00506 -1.11312  0.28
H -2.91938 -1.33119 0.01369  0.25
H 0.85835 -2.23406 2.44957  0.29
H 0.49686 -1.35351 -1.64863  0.35
H 3.62220 -0.42673 1.78802  0.28
H 3.46177 1.21090 2.28907  0.24

Forces on atoms 1 to 2 (eV/Å):
3.4 1.1 0.0
1.9 -1.4 0.1

## Properties
HOMO in eV: -8.9
Charge: 0
Multiplicity: 1



(3)
# C8H16N5O

A gas-phase ion, C8H16N5O (charge +1) (the ωB97M-V functional and the def2-TZVPD basis, OMol25).

Last column: Mulliken charge in e.
Cartesian coordinates (Å):
C -1.97453 -1.01166 -0.44106  0.81
C -0.12672 0.57705 -0.32165  0.94
C -0.87317 -0.32897 -1.29249  -0.92
C 3.34569 -0.28843 -0.09285  -0.62
C 3.01788 0.40924 1.19305  -0.69
C 1.95019 -0.82568 -0.44558  -0.57
C 1.70678 1.04072 1.04002  -0.63
C -2.30860 -2.39345 -0.52149  -1.28
N -0.62913 1.74006 -0.06092  -0.34
N 1.00560 0.11588 0.11736  0.09
N -2.41060 -0.17091 0.37468  -0.42
N -2.14348 3.34953 -0.54912  -0.90
N -1.80338 2.24370 -0.17281  0.60
O -3.32364 -0.82885 1.64324  -0.47
H -0.27627 -1.18242 -1.45685  0.28
H -1.23597 0.07490 -2.24919  0.36
H 3.77896 0.55678 -0.82117  0.26
H 4.07445 -1.05598 0.00929  0.39
H 3.13984 -0.34077 2.00863  0.32
H 3.75900 1.15417 1.56551  0.36
H 1.79469 -1.11513 -1.50409  0.41
H 1.88371 -1.66272 0.11511  0.34
H 1.18955 1.23365 2.01698  0.32
H 1.82956 2.01762 0.50780  0.34
H -1.75836 -3.11524 0.17552  0.30
H -2.03353 -2.81444 -1.47142  0.43
H -3.43123 -2.65096 -0.34491  0.31
H -1.42584 4.09097 -0.69355  0.31
H -4.17989 -0.55932 1.38044  0.32
H -2.54154 1.74066 0.29153  0.35

Forces on atoms 1 to 2 (eV/Å):
0.2 1.7 0.4
-2.3 -1.6 -3.1

## Properties
HOMO (spin up / spin down) in eV: -13.6 / -13.6
Charge: +1
SMILES: [H]/N=[NH+]\N=C(/C/C(C)=N/O)N1CCCC1
Multiplicity: 1